(1)
85
Properties=species:S:1:pos:R:3 method="wB97M-V/def2-TZVPD" e_lumo_ha="-0.198 / -0.215" s2=3.765 charge=+2 multiplicity=4 e_homo_ev="-12.260 / -12.629" e_above_lowest_kj_mol=238.2 max_force_ev_per_a=0.53
Tc -1.20736 0.81181 -0.61561
I -4.50757 3.53440 -3.69928
C -3.72069 4.08509 -1.87643
C -3.99421 5.28950 -1.23717
C -3.39416 5.55574 -0.00580
I -3.77755 7.39850 0.87092
C -2.56494 4.61801 0.61520
C -1.77114 4.83202 1.82644
C -1.02395 3.87047 2.36556
C -1.05662 2.45916 1.84347
N -1.59407 2.38048 0.50804
C -2.35970 3.38976 -0.02059
C -2.88431 3.16462 -1.28548
O -2.53963 1.94151 -1.88644
H -4.64868 6.01451 -1.69318
H -1.76723 5.82065 2.26140
H -0.43197 4.07825 3.24448
H -1.65553 1.85135 2.53866
N 0.78134 -1.66893 -0.48820
P -0.40149 -1.18571 -1.67421
C 0.43469 -1.40957 -3.24429
C 0.81559 -2.67213 -3.69827
C 1.48950 -2.79324 -4.90006
C 1.76924 -1.66192 -5.65809
C 1.37630 -0.40599 -5.22106
C 0.70726 -0.27999 -4.01156
C -1.63169 -2.49770 -1.53486
C -1.42136 -3.66722 -0.80842
C -2.40278 -4.64551 -0.77001
C -3.59359 -4.45836 -1.45469
C -3.80593 -3.29538 -2.18072
C -2.82903 -2.31452 -2.22370
P 1.39669 -0.73346 0.70935
C 1.74968 -1.87614 2.02529
C 0.69970 -2.70361 2.45481
C 0.91814 -3.63955 3.44748
C 2.18442 -3.77584 4.00596
C 3.23339 -2.98950 3.55958
C 3.02361 -2.04218 2.56821
C 2.83031 0.18142 0.23101
C 3.18034 0.19116 -1.11831
C 4.30175 0.89747 -1.53536
C 5.07910 1.56954 -0.60901
C 4.74784 1.54232 0.74347
C 3.62806 0.85427 1.16578
H 1.24784 -2.56849 -0.57545
H 0.56366 -3.56304 -3.13471
H 1.78329 -3.76858 -5.25682
H 2.28420 -1.76473 -6.60258
H 1.57823 0.46849 -5.82127
H 0.39285 0.69981 -3.67110
H -0.50086 -3.82381 -0.26434
H -2.23731 -5.55395 -0.21033
H -4.35688 -5.22143 -1.42350
H -4.73321 -3.15185 -2.71461
H -3.00277 -1.41581 -2.80015
H -0.28490 -2.62812 2.01080
H 0.10752 -4.27219 3.77671
H 2.35426 -4.51215 4.77887
H 4.22352 -3.12040 3.97086
H 3.86362 -1.46461 2.21122
H 2.60363 -0.35806 -1.84886
H 4.56899 0.90690 -2.58136
H 5.95682 2.10827 -0.93360
H 5.36890 2.05646 1.46217
H 3.36695 0.85745 2.21635
C -1.47162 -1.00512 4.22278
N -0.58748 -0.28465 3.30248
C 0.41852 0.54440 3.81343
C 0.94483 1.53628 3.10143
C 0.36840 1.82553 1.74918
N 0.08623 0.36184 1.12001
C -0.87449 -0.33496 1.98658
O -1.79325 -0.92145 1.47029
N 1.13391 2.57542 0.83915
H -0.91889 -1.20728 5.13660
H -1.77970 -1.93993 3.76205
H -2.35506 -0.40829 4.45047
H 0.71781 0.30830 4.82415
H 1.71451 2.16852 3.51588
H 2.08338 2.76394 1.11670
H 0.65885 3.41685 0.53343
F -1.52282 2.54409 -3.91979
B -2.46859 1.84090 -3.32234
F -2.86463 0.68988 -3.82509



(2)
59
Properties=species:S:1:pos:R:3 method="wB97M-V/def2-TZVPD" e_lumo_ha=0.031 charge=0 multiplicity=1 e_homo_ev=-9.232 e_above_lowest_kj_mol=2005.6 max_force_ev_per_a=17.39
C 0.21427 -4.10601 -7.89844
C -0.62980 -3.10068 -6.95119
C 0.32701 -2.03174 -6.43553
C -0.52140 -0.88328 -5.85435
C -1.43539 -1.31738 -4.60558
C -0.29198 -1.78238 -3.62584
C -0.99625 -1.97287 -2.40460
C -0.21452 -2.89495 -1.13683
C 0.99113 -2.05586 -0.68395
C 0.57544 -0.61745 0.03898
C 1.98101 -0.06661 0.62958
C 1.47472 1.24735 1.20866
C 0.36431 1.35053 2.47719
C 0.46142 2.65448 3.17593
C -0.72576 2.55722 4.32243
C -0.08007 1.89694 5.37959
C -1.19922 2.06043 6.64163
C -1.17167 3.39417 7.13723
O -2.11830 3.97502 7.32233
O 0.09724 3.73677 7.70114
C -0.02168 4.93683 8.25617
H 1.20919 5.13103 8.57611
H 0.00391 5.71509 7.48737
H -0.57461 5.21829 8.93808
H -2.14534 1.34522 6.49430
H -0.75726 1.27813 7.56432
H 0.69894 2.29652 5.76228
H 0.05800 0.67372 5.30058
H -0.77205 3.72722 4.50676
H -1.56062 2.31530 3.93962
H 0.05921 3.28150 2.44823
H 1.23007 2.95983 3.50927
H 1.08044 0.62368 3.21855
H -0.50695 0.95625 2.14402
H 2.34858 1.95103 1.47311
H 1.14752 1.96338 0.57826
H 2.45824 0.10723 -0.07309
H 2.45914 -0.40324 1.31617
H -0.06715 -0.90942 0.78600
H 0.30144 -0.05054 -0.80063
H 1.65139 -2.36691 0.03668
H 1.91300 -1.66521 -1.68664
H -0.79405 -3.02692 -0.41528
H 0.14708 -3.65305 -1.65561
H -1.85356 -2.91649 -2.50573
H -1.48980 -1.09370 -1.72145
H 0.16228 -2.63789 -3.83829
H 0.43069 -0.93264 -3.29775
H -1.94622 -2.20504 -4.76733
H -1.65324 -0.52038 -4.34785
H -1.21114 -0.54172 -6.54101
H 0.22785 -0.16158 -5.60837
H 1.03177 -2.44898 -5.73899
H 0.78507 -1.45266 -7.48048
H -1.03122 -3.50736 -6.17769
H -1.22469 -2.65633 -7.68310
H 0.88310 -4.63274 -7.35402
H 0.62573 -3.71551 -8.88935
H -0.40524 -5.02560 -8.19154



(3)
124
Properties=species:S:1:pos:R:3 method="wB97M-V/def2-TZVPD" smiles="O=[N+]([O-])c1ccccc1.O=[N+]([O-])c1ccccc1.O=[N+]([O-])c1ccccc1.O=[N+]([O-])c1ccccc1.O=[N+]([O-])c1ccccc1.O=[N+]([O-])c1ccccc1.O=[N+]([O-])c1ccccc1.O=[N+]([O-])c1ccccc1.CN(C)C=O" e_lumo_ha=-0.061 charge=0 multiplicity=1 e_homo_ev=-8.686 e_above_lowest_kj_mol=3257.0 max_force_ev_per_a=15.54
O 6.56167 -0.46764 0.48947
N 7.26267 -0.43264 1.58147
O 7.77167 -1.40264 2.11147
C 7.41767 0.81636 2.29647
C 6.88367 2.26836 1.58447
C 6.70267 3.57236 2.38647
C 7.08167 3.44236 3.79347
C 7.66367 2.37836 4.40547
C 7.98367 0.95636 3.67447
H 6.64767 2.20336 0.52547
H 6.35567 4.42636 1.98647
H 6.91667 4.17936 4.53647
H 7.61267 2.44036 5.61647
H 8.30867 0.02936 4.38547
O 2.50667 -1.05064 5.26647
N 3.30667 -0.15564 5.06547
O 4.13067 -0.16864 4.16747
C 3.02367 1.14236 5.76947
C 1.77467 1.40336 6.63847
C 1.58067 2.76136 7.28247
C 2.59967 3.91036 7.02247
C 3.88667 3.57536 6.32647
C 4.10767 2.27836 5.66247
H 1.20967 0.68336 6.65847
H 0.80167 2.98336 7.87547
H 2.45367 4.78836 7.62647
H 4.79967 4.26736 6.28647
H 5.08367 2.08436 5.30447
O 0.05067 -3.45364 0.19947
N -0.41533 -4.58264 -0.17553
O -0.33333 -5.67664 0.43947
C -0.88733 -4.63964 -1.56453
C -1.41633 -6.06064 -2.10953
C -1.80933 -6.11164 -3.66153
C -1.80033 -4.70164 -4.34953
C -1.37333 -3.50564 -3.78653
C -0.93033 -3.37364 -2.38553
H -1.48133 -6.92464 -1.80453
H -1.97333 -6.94464 -4.19453
H -2.25833 -4.72364 -5.35953
H -1.49433 -2.69464 -4.22253
H -0.69433 -2.37564 -2.06253
O -5.59133 -2.37264 -5.49453
N -4.65533 -1.51464 -5.34853
O -3.44633 -1.74764 -5.20953
C -5.09533 -0.13764 -5.05753
C -6.58933 0.40136 -5.26253
C -6.86233 1.86836 -5.22353
C -5.71833 2.82436 -4.86653
C -4.37333 2.44636 -4.71453
C -4.02933 1.08036 -4.84053
H -7.18933 -0.22264 -5.76553
H -7.68833 2.29336 -5.36653
H -6.13333 3.90036 -4.70153
H -3.68333 3.28536 -4.56453
H -3.09933 0.93436 -4.61853
O -0.74433 2.09036 1.92647
N -1.05833 2.62036 0.88147
O -0.28133 2.66536 -0.09453
C -2.50233 3.06036 0.76047
C -3.69033 2.68136 1.71447
C -5.04733 3.14936 1.48547
C -5.37933 3.96736 0.21647
C -4.32233 4.45136 -0.55853
C -2.87033 3.84136 -0.41753
H -3.26933 2.01836 2.44447
H -5.83333 3.07236 2.24447
H -6.21733 4.43836 0.08947
H -4.41833 5.12936 -1.40653
H -2.09033 4.22636 -1.22653
O -4.65333 4.07136 -8.63553
N -3.72133 4.02036 -7.67053
O -3.82433 4.71736 -6.68953
C -2.92533 2.88536 -7.71453
C -1.51133 2.95136 -7.02253
C -0.45833 1.83136 -6.90353
C -1.03033 0.47236 -7.40853
C -2.31033 0.35436 -7.96953
C -3.32033 1.45936 -8.11253
H -1.30933 3.88336 -6.52753
H 0.48367 1.76836 -6.40353
H -0.44433 -0.38064 -7.43053
H -2.54733 -0.62664 -8.39953
H -4.16633 1.32336 -8.83153
O 1.16267 0.91836 -4.05553
N 0.33967 0.54236 -2.98653
O -0.75733 0.04336 -3.20353
C 0.99467 0.38336 -1.75953
C 2.50667 0.79236 -1.54753
C 3.13467 0.67436 -0.12253
C 2.21467 0.20236 1.01047
C 0.97167 -0.27964 0.94847
C 0.21167 -0.18564 -0.49653
H 2.97167 1.31936 -2.46753
H 4.00567 1.40236 0.16047
H 2.87267 0.28736 1.82747
H 0.36867 -0.57864 1.75447
H -0.67233 -0.49564 -0.53453
O -2.76933 -2.36464 0.58947
N -2.23433 -1.47064 1.40647
O -2.39233 -0.23064 1.12047
C -1.97933 -1.95564 2.74247
C -1.80933 -0.95664 3.89147
C -1.82133 -1.53364 5.25747
C -1.88333 -3.10664 5.51747
C -1.93833 -4.07564 4.40647
C -1.91033 -3.51064 3.01947
H -1.60833 0.06136 3.69547
H -1.80133 -0.86664 6.21147
H -1.74333 -3.67464 6.47047
H -1.92733 -5.13064 4.76747
H -1.98833 -4.28464 2.33747
C 4.05167 -3.45964 2.61647
N 3.01367 -4.23064 3.27147
C 1.67467 -3.69364 3.17247
C 3.17467 -5.40264 3.77647
O 2.23567 -6.08864 4.21347
H 4.09267 -3.48864 1.49847
H 5.11867 -3.35664 3.04247
H 3.73467 -2.34264 2.48147
H 1.13967 -4.31064 2.82747
H 1.78567 -2.59064 2.57647
H 1.24467 -3.38664 4.19947
H 4.21367 -5.90164 3.76847